1.
{"formula": "C27H35N5O3P2V", "method": "ωB97M-V/def2-TZVPD", "spin_multiplicity": 2, "total_charge": 2, "e_homo_ev": [-12.74, -12.90], "e_lumo_ev": [-6.10, -6.16], "symbols": ["V", "C", "C", "C", "C", "C", "C", "C", "C", "C", "H", "H", "H", "H", "H", "H", "H", "H", "H", "H", "H", "H", "H", "H", "H", "P", "P", "N", "N", "N", "N", "C", "C", "C", "C", "C", "C", "C", "C", "C", "C", "C", "C", "C", "C", "C", "C", "C", "C", "H", "H", "H", "H", "H", "H", "H", "H", "H", "H", "H", "H", "H", "H", "H", "H", "H", "H", "H", "H", "O", "N", "O", "O"], "positions_angstrom": [[-1.112, 1.288, -4.835], [-1.894, 1.704, -6.578], [-1.894, 0.283, -6.255], [-1.093, -0.707, -7.074], [0.356, -0.311, -7.308], [0.949, 0.376, -6.144], [0.774, 1.720, -5.752], [0.395, 2.780, -6.779], [-0.914, 2.372, -7.490], [1.520, 0.662, -0.505], [-2.732, 2.362, -6.242], [-2.828, -0.197, -5.913], [-1.592, -0.809, -8.044], [-1.138, -1.711, -6.634], [0.932, -1.243, -7.486], [0.493, 0.228, -8.261], [1.869, -0.145, -5.851], [1.416, 2.076, -4.921], [1.179, 3.004, -7.531], [0.285, 3.731, -6.229], [-1.363, 3.291, -7.875], [-0.694, 1.776, -8.372], [0.587, 1.246, -0.585], [2.325, 1.358, -0.325], [1.464, -0.036, 0.344], [1.919, -0.303, -1.984], [-1.277, -0.988, -2.010], [2.994, 0.884, -2.734], [2.899, -1.561, -1.403], [-2.340, 0.423, -2.726], [-2.578, -1.978, -1.680], [1.128, -1.047, -3.450], [-0.371, -1.543, -3.508], [2.929, 2.280, -2.610], [3.886, 2.846, -3.449], [4.518, 1.764, -4.161], [3.929, 0.585, -3.733], [3.844, -1.392, -0.379], [4.494, -2.600, -0.224], [3.901, -3.547, -1.127], [2.884, -2.908, -1.797], [-2.116, 1.759, -2.395], [-2.799, 2.570, -3.326], [-3.550, 1.704, -4.189], [-3.207, 0.380, -3.831], [-3.731, -2.306, -2.346], [-4.735, -2.697, -1.432], [-4.243, -2.534, -0.157], [-2.872, -1.984, -0.142], [1.775, -1.825, -3.883], [1.207, -0.221, -4.174], [-0.883, -1.226, -4.452], [-0.369, -2.646, -3.500], [2.253, 2.746, -1.924], [4.103, 3.894, -3.555], [5.303, 1.863, -4.900], [4.116, -0.441, -4.007], [3.931, -0.435, 0.121], [5.308, -2.792, 0.440], [4.199, -4.561, -1.281], [2.149, -3.261, -2.509], [-1.841, 1.970, -1.350], [-2.953, 3.644, -3.247], [-4.298, 1.992, -4.931], [-3.744, -0.542, -4.027], [-3.752, -2.387, -3.427], [-5.725, -3.071, -1.727], [-4.738, -2.632, 0.798], [-2.079, -2.505, 0.410], [-0.763, -0.923, 0.652], [-1.674, -0.121, 0.586], [-1.614, 1.113, 0.701], [-2.987, -0.650, 0.330]]}

2.
{"formula": "C26H53INO11S4", "method": "ωB97M-V/def2-TZVPD", "relative_energy_ev": 13.377, "total_charge": 1, "e_homo_ev": -11.51, "e_lumo_ev": -4.57, "symbols": ["C", "C", "C", "C", "C", "O", "C", "C", "C", "O", "C", "C", "C", "C", "S", "C", "C", "N", "C", "I", "C", "C", "H", "H", "H", "H", "H", "H", "H", "H", "H", "H", "H", "H", "H", "H", "H", "H", "H", "H", "H", "H", "H", "H", "H", "H", "H", "H", "H", "H", "H", "O", "S", "O", "O", "C", "C", "C", "H", "H", "H", "H", "H", "H", "H", "H", "O", "S", "O", "O", "C", "C", "C", "H", "H", "H", "H", "H", "H", "H", "H", "O", "S", "O", "O", "C", "C", "C", "H", "H", "H", "H", "H", "H", "H", "H"], "positions_angstrom": [[-0.593, -6.101, 2.490], [-0.390, -4.698, 1.672], [-1.573, -4.331, 0.600], [-1.979, -2.743, 0.870], [-3.516, -2.540, 1.501], [-4.329, -3.719, 1.786], [-5.765, -3.506, 1.794], [-6.465, -3.443, 0.275], [-7.770, -4.489, 0.279], [-5.520, -3.866, -0.775], [-4.047, -1.006, 1.825], [-2.995, 0.202, 1.520], [-1.465, -0.126, 0.922], [-0.570, 1.227, 0.750], [-0.570, 2.336, 2.308], [-0.741, 1.294, 3.855], [-2.215, 1.486, 4.620], [-1.015, -1.566, 0.593], [0.393, -1.784, 0.005], [1.998, -1.363, 1.503], [0.637, -1.050, -1.439], [-0.673, -1.404, -2.386], [-0.849, -5.824, 3.622], [0.459, -6.632, 2.532], [-1.450, -6.757, 2.036], [0.658, -4.661, 1.136], [-0.380, -3.831, 2.492], [-1.116, -4.340, -0.504], [-2.478, -5.065, 0.573], [-6.161, -2.647, 2.504], [-6.236, -4.500, 2.265], [-6.867, -2.359, 0.073], [-8.185, -4.702, -0.801], [-7.441, -5.529, 0.761], [-8.621, -4.083, 1.014], [-5.575, -4.880, -0.755], [-5.100, -0.738, 2.271], [-3.354, 1.309, 1.780], [-1.105, 1.898, -0.079], [0.550, 1.093, 0.478], [0.075, 1.577, 4.678], [-0.573, 0.137, 3.650], [-2.781, 0.455, 4.438], [-2.109, 1.608, 5.783], [-2.870, 2.317, 4.112], [0.608, -2.934, -0.238], [0.915, 0.080, -1.401], [1.580, -1.599, -1.925], [-1.378, -0.473, -2.469], [-1.257, -2.337, -1.925], [-0.332, -1.769, -3.471], [-1.024, -3.696, -6.885], [0.149, -4.086, -6.135], [0.793, -3.192, -5.195], [1.273, -4.659, -7.167], [1.705, -3.824, -8.234], [2.617, -2.715, -7.739], [-0.193, -5.611, -5.294], [0.846, -3.417, -8.778], [2.262, -4.455, -8.934], [2.078, -2.021, -7.087], [3.020, -2.140, -8.577], [3.446, -3.128, -7.157], [-0.648, -6.311, -5.995], [-0.885, -5.393, -4.478], [0.740, -6.010, -4.890], [0.029, 8.798, 4.032], [1.268, 8.052, 3.996], [2.325, 8.361, 3.055], [0.927, 6.462, 3.898], [0.121, 6.005, 2.819], [0.891, 5.997, 1.511], [1.973, 8.039, 5.625], [-0.792, 6.605, 2.738], [-0.187, 4.981, 3.057], [1.160, 7.012, 1.205], [0.294, 5.553, 0.710], [1.824, 5.433, 1.616], [1.200, 7.774, 6.347], [2.353, 9.042, 5.832], [2.794, 7.320, 5.650], [3.776, 4.455, -0.499], [4.949, 4.065, 0.252], [5.593, 4.959, 1.192], [6.073, 3.491, -0.781], [6.505, 4.327, -1.847], [7.417, 5.436, -1.353], [4.607, 2.540, 1.093], [5.646, 4.733, -2.391], [7.062, 3.695, -2.547], [6.878, 6.129, -0.700], [7.820, 6.011, -2.190], [8.246, 5.023, -0.770], [4.152, 1.839, 0.392], [3.915, 2.758, 1.909], [5.540, 2.140, 1.497]]}

3.
{"formula": "C5H10N2", "method": "ωB97M-V/def2-TZVPD", "relative_energy_ev": 2.086, "e_homo_ev": -9.30, "smiles": "C[C@H]1N[C@H]1[C@H]1CN1", "e_lumo_ev": 1.20, "symbols": ["C", "C", "N", "C", "C", "C", "N", "H", "H", "H", "H", "H", "H", "H", "H", "H", "H"], "positions_angstrom": [[-2.047, -0.311, 0.020], [-1.138, -0.321, -1.187], [-0.318, 0.844, -1.527], [0.335, -0.362, -1.017], [0.942, -0.473, 0.357], [2.178, 0.261, 0.709], [0.902, 0.604, 1.340], [-3.007, 0.162, -0.214], [-1.598, 0.223, 0.864], [-2.247, -1.336, 0.352], [-1.556, -0.809, -2.068], [-0.415, 1.560, -0.808], [0.921, -0.875, -1.780], [0.801, -1.455, 0.810], [2.913, -0.187, 1.373], [2.585, 0.943, -0.035], [0.536, 1.460, 0.928]]}

4.
{"formula": "C20H16BrI2N2O2Ti", "method": "ωB97M-V/def2-TZVPD", "spin_multiplicity": 2, "relative_energy_ev": 0.000, "total_charge": 2, "e_homo_ev": [-14.59, -14.62], "e_lumo_ev": [-6.96, -7.38], "symbols": ["Ti", "C", "C", "N", "C", "C", "C", "O", "C", "C", "N", "C", "C", "C", "C", "C", "C", "I", "C", "O", "H", "H", "H", "H", "H", "H", "H", "H", "H", "H", "H", "H", "Br", "C", "C", "C", "C", "C", "C", "I", "H", "H", "H", "H"], "positions_angstrom": [[0.002, -0.628, 0.843], [-4.390, -1.443, 1.317], [-4.042, -0.016, 1.047], [-5.021, 0.864, 0.880], [-4.737, 2.141, 0.660], [-3.454, 2.667, 0.583], [-3.296, 4.142, 0.310], [-2.214, 4.697, 1.046], [-2.388, 1.758, 0.722], [-1.013, 2.203, 0.614], [-0.003, 1.397, 0.616], [1.330, 1.908, 0.511], [1.684, 2.800, -0.494], [2.991, 3.254, -0.577], [3.948, 2.804, 0.322], [3.612, 1.895, 1.313], [2.301, 1.450, 1.404], [1.758, 0.114, 2.929], [-2.716, 0.415, 0.967], [-1.737, -0.522, 1.131], [-5.471, -1.547, 1.333], [-3.986, -1.767, 2.277], [-3.979, -2.100, 0.547], [-5.592, 2.801, 0.558], [-4.236, 4.635, 0.557], [-3.124, 4.297, -0.761], [-2.486, 5.526, 1.454], [-0.837, 3.274, 0.542], [0.940, 3.132, -1.207], [3.264, 3.957, -1.352], [4.967, 3.158, 0.253], [4.363, 1.548, 2.009], [0.761, -3.179, 0.990], [-0.144, -4.006, -0.490], [-0.415, -5.357, -0.357], [-1.038, -6.021, -1.402], [-1.384, -5.338, -2.557], [-1.112, -3.984, -2.679], [-0.485, -3.310, -1.638], [-0.096, -1.273, -1.909], [-0.143, -5.888, 0.545], [-1.251, -7.077, -1.308], [-1.868, -5.857, -3.373], [-1.387, -3.460, -3.585]]}

5.
{"formula": "C4H13N2O", "method": "ωB97M-V/def2-TZVPD", "relative_energy_ev": 3.537, "total_charge": 1, "e_homo_ev": -13.02, "e_lumo_ev": -3.14, "symbols": ["C", "C", "C", "C", "N", "N", "H", "H", "H", "H", "H", "H", "H", "H", "H", "H", "H", "H", "H", "O"], "positions_angstrom": [[0.777, 0.825, 1.344], [0.451, -0.707, 1.703], [0.542, -1.634, 0.498], [1.065, -1.571, -0.698], [0.777, -0.479, -1.591], [-0.244, 1.209, 0.299], [0.866, 1.463, 2.315], [1.770, 1.015, 0.824], [-0.619, -0.789, 2.069], [1.266, -0.863, 2.471], [0.335, -2.568, 0.798], [1.520, -2.441, -1.218], [1.430, -0.392, -2.327], [-0.123, -0.871, -2.039], [-0.635, 2.162, 0.181], [-1.182, 0.710, 0.200], [0.278, 0.921, -0.657], [-2.894, 2.105, -1.468], [-2.719, 0.651, -1.680], [-2.659, 1.254, -1.022]]}

6.
{"formula": "C2H7S2", "method": "ωB97M-V/def2-TZVPD", "relative_energy_ev": 0.420, "total_charge": -1, "e_homo_ev": -3.07, "e_lumo_ev": 3.88, "symbols": ["S", "H", "C", "C", "S", "H", "H", "H", "H", "H", "H"], "positions_angstrom": [[-3.054, 0.553, -0.464], [-3.563, -0.648, -0.704], [1.126, 0.628, 0.729], [0.999, -0.677, -0.006], [-0.112, -0.656, -1.442], [1.415, 1.479, 0.094], [0.169, 1.006, 1.114], [1.859, 0.717, 1.541], [0.793, -1.549, 0.611], [1.958, -0.828, -0.512], [-1.590, -0.025, -0.961]]}

Copy entry 1 word for word.
{"formula": "C27H35N5O3P2V", "method": "ωB97M-V/def2-TZVPD", "spin_multiplicity": 2, "total_charge": 2, "e_homo_ev": [-12.74, -12.90], "e_lumo_ev": [-6.10, -6.16], "symbols": ["V", "C", "C", "C", "C", "C", "C", "C", "C", "C", "H", "H", "H", "H", "H", "H", "H", "H", "H", "H", "H", "H", "H", "H", "H", "P", "P", "N", "N", "N", "N", "C", "C", "C", "C", "C", "C", "C", "C", "C", "C", "C", "C", "C", "C", "C", "C", "C", "C", "H", "H", "H", "H", "H", "H", "H", "H", "H", "H", "H", "H", "H", "H", "H", "H", "H", "H", "H", "H", "O", "N", "O", "O"], "positions_angstrom": [[-1.112, 1.288, -4.835], [-1.894, 1.704, -6.578], [-1.894, 0.283, -6.255], [-1.093, -0.707, -7.074], [0.356, -0.311, -7.308], [0.949, 0.376, -6.144], [0.774, 1.720, -5.752], [0.395, 2.780, -6.779], [-0.914, 2.372, -7.490], [1.520, 0.662, -0.505], [-2.732, 2.362, -6.242], [-2.828, -0.197, -5.913], [-1.592, -0.809, -8.044], [-1.138, -1.711, -6.634], [0.932, -1.243, -7.486], [0.493, 0.228, -8.261], [1.869, -0.145, -5.851], [1.416, 2.076, -4.921], [1.179, 3.004, -7.531], [0.285, 3.731, -6.229], [-1.363, 3.291, -7.875], [-0.694, 1.776, -8.372], [0.587, 1.246, -0.585], [2.325, 1.358, -0.325], [1.464, -0.036, 0.344], [1.919, -0.303, -1.984], [-1.277, -0.988, -2.010], [2.994, 0.884, -2.734], [2.899, -1.561, -1.403], [-2.340, 0.423, -2.726], [-2.578, -1.978, -1.680], [1.128, -1.047, -3.450], [-0.371, -1.543, -3.508], [2.929, 2.280, -2.610], [3.886, 2.846, -3.449], [4.518, 1.764, -4.161], [3.929, 0.585, -3.733], [3.844, -1.392, -0.379], [4.494, -2.600, -0.224], [3.901, -3.547, -1.127], [2.884, -2.908, -1.797], [-2.116, 1.759, -2.395], [-2.799, 2.570, -3.326], [-3.550, 1.704, -4.189], [-3.207, 0.380, -3.831], [-3.731, -2.306, -2.346], [-4.735, -2.697, -1.432], [-4.243, -2.534, -0.157], [-2.872, -1.984, -0.142], [1.775, -1.825, -3.883], [1.207, -0.221, -4.174], [-0.883, -1.226, -4.452], [-0.369, -2.646, -3.500], [2.253, 2.746, -1.924], [4.103, 3.894, -3.555], [5.303, 1.863, -4.900], [4.116, -0.441, -4.007], [3.931, -0.435, 0.121], [5.308, -2.792, 0.440], [4.199, -4.561, -1.281], [2.149, -3.261, -2.509], [-1.841, 1.970, -1.350], [-2.953, 3.644, -3.247], [-4.298, 1.992, -4.931], [-3.744, -0.542, -4.027], [-3.752, -2.387, -3.427], [-5.725, -3.071, -1.727], [-4.738, -2.632, 0.798], [-2.079, -2.505, 0.410], [-0.763, -0.923, 0.652], [-1.674, -0.121, 0.586], [-1.614, 1.113, 0.701], [-2.987, -0.650, 0.330]]}

What is the formula in the fourth record?
C20H16BrI2N2O2Ti